# 1
Molecular formula: C8H24N8O16
Method: DFT, ωB97M-V/def2-TZVPD

Last column: natural (NBO) charge in e.
Atoms and positions in Å:
C (-4.79, -0.09, -1.60)  -0.503
N (-5.24, 1.27, -1.86)  0.533
O (-6.43, 1.44, -1.98)  -0.364
O (-4.43, 2.18, -1.76)  -0.421
H (-5.53, -0.78, -2.05)  0.240
H (-4.65, -0.12, -0.48)  0.250
H (-3.81, -0.19, -2.17)  0.259
C (-0.96, -1.52, -1.32)  -0.487
N (-1.53, -2.16, -2.53)  0.538
O (-0.70, -2.90, -3.09)  -0.388
O (-2.69, -1.99, -2.82)  -0.378
H (-0.89, -2.32, -0.54)  0.235
H (-1.59, -0.68, -1.01)  0.228
H (0.00, -1.11, -1.51)  0.247
C (3.68, 1.98, 0.54)  -0.490
N (2.63, 3.02, 0.63)  0.538
O (2.38, 3.68, -0.35)  -0.389
O (2.09, 3.19, 1.71)  -0.378
H (3.31, 1.15, -0.05)  0.243
H (3.84, 1.67, 1.57)  0.240
H (4.56, 2.38, 0.07)  0.236
C (1.16, 2.52, -3.79)  -0.492
N (0.84, 1.15, -3.29)  0.553
O (-0.30, 0.75, -3.45)  -0.387
O (1.76, 0.62, -2.77)  -0.378
H (0.23, 2.88, -4.30)  0.229
H (1.80, 2.36, -4.60)  0.223
H (1.60, 3.13, -2.99)  0.257
C (-2.45, 4.42, -0.61)  -0.493
N (-1.47, 3.39, -0.01)  0.543
O (-1.50, 3.34, 1.23)  -0.407
O (-0.74, 2.78, -0.74)  -0.366
H (-1.76, 5.25, -0.79)  0.231
H (-3.23, 4.66, 0.12)  0.238
H (-2.94, 3.95, -1.51)  0.257
C (0.17, 0.64, 2.92)  -0.487
N (-0.54, -0.42, 2.12)  0.532
O (0.10, -1.44, 1.88)  -0.409
O (-1.70, -0.27, 1.71)  -0.394
H (1.20, 0.41, 2.95)  0.248
H (-0.35, 0.59, 3.91)  0.239
H (-0.19, 1.59, 2.53)  0.267
C (3.59, -2.76, 3.34)  -0.500
N (3.76, -1.36, 3.68)  0.523
O (4.88, -0.88, 3.43)  -0.380
O (2.78, -0.81, 4.16)  -0.386
H (3.10, -2.91, 2.35)  0.268
H (2.92, -3.24, 4.03)  0.240
H (4.60, -3.22, 3.44)  0.234
C (-0.07, -5.20, 0.61)  -0.496
N (1.25, -4.81, 1.00)  0.530
O (2.05, -4.43, 0.16)  -0.372
O (1.45, -4.81, 2.19)  -0.385
H (-0.78, -4.53, 1.12)  0.249
H (-0.23, -6.23, 1.00)  0.241
H (-0.27, -5.21, -0.45)  0.240

The HOMO energy comes out at -11.007 eV. The orbital gap is 10.8 eV. The value obtained for the total energy is -1960.316359 a.u. The value obtained for the energy above the lowest of the compared OMol25 structures with the same formula, charge and spin is 0.7353 eV. The total charge is 0.



# 2
Molecular formula: C8H25N7O15
Method: DFT, ωB97M-V/def2-TZVPD

Last column: natural (NBO) charge in e.
Atoms and positions in Å:
C (-0.92, 6.06, 1.49)  -0.488
N (-0.85, 5.40, 2.80)  0.511
O (-0.51, 6.05, 3.80)  -0.363
O (-1.10, 4.18, 2.88)  -0.376
H (-1.39, 7.04, 1.54)  0.239
H (-1.45, 5.49, 0.72)  0.236
H (0.12, 6.25, 1.26)  0.241
C (-4.51, -3.95, -1.98)  -0.488
N (-3.78, -3.00, -1.04)  0.532
O (-3.52, -3.40, 0.08)  -0.380
O (-3.51, -1.90, -1.46)  -0.368
H (-4.86, -4.81, -1.40)  0.231
H (-3.86, -4.38, -2.75)  0.238
H (-5.29, -3.29, -2.34)  0.236
C (0.78, -7.27, -1.28)  -0.484
N (1.85, -6.30, -0.95)  0.516
O (1.74, -5.15, -1.38)  -0.374
O (2.80, -6.65, -0.23)  -0.368
H (0.67, -7.98, -0.46)  0.238
H (1.06, -7.77, -2.21)  0.238
H (-0.16, -6.74, -1.46)  0.232
C (-3.08, 4.38, -5.02)  -0.485
N (-1.82, 3.54, -5.29)  0.527
O (-1.85, 2.35, -5.17)  -0.365
O (-0.81, 4.07, -5.73)  -0.385
H (-3.59, 4.03, -4.12)  0.233
H (-3.72, 4.17, -5.87)  0.239
H (-2.82, 5.42, -4.85)  0.235
C (-4.54, 0.25, 3.73)  -0.484
N (-5.21, 1.32, 4.56)  0.516
O (-5.16, 1.19, 5.80)  -0.372
O (-5.76, 2.26, 4.00)  -0.371
H (-4.67, -0.70, 4.25)  0.234
H (-3.49, 0.51, 3.62)  0.245
H (-5.01, 0.14, 2.75)  0.231
C (3.42, 1.51, 4.26)  -0.491
N (2.95, 2.18, 5.54)  0.537
O (3.39, 3.21, 5.91)  -0.357
O (2.04, 1.66, 6.16)  -0.398
H (4.45, 1.17, 4.33)  0.235
H (3.38, 2.29, 3.49)  0.234
H (2.80, 0.64, 4.05)  0.238
C (6.80, -1.94, -2.83)  -0.495
N (6.87, -2.72, -1.61)  0.527
O (7.10, -3.90, -1.78)  -0.367
O (6.73, -2.16, -0.52)  -0.375
H (7.58, -2.33, -3.49)  0.235
H (6.98, -0.88, -2.69)  0.232
H (5.78, -1.96, -3.21)  0.242
C (1.07, 0.67, -0.95)  -0.254
O (2.43, 0.14, -0.96)  -0.724
H (0.49, 0.35, -0.09)  0.166
H (1.13, 1.76, -1.01)  0.181
H (0.52, 0.30, -1.81)  0.168
H (2.32, -0.80, -1.11)  0.464

The HOMO energy comes out at -10.404 eV. The orbital gap is 10.3 eV. The value obtained for the total energy is -1830.952405 a.u. The value obtained for the energy above the lowest of the compared OMol25 structures with the same formula, charge and spin is 0.3548 eV. The total charge is 0.



# 3
Molecular formula: C8H25O5S4
Method: DFT, ωB97M-V/def2-TZVPD

Last column: natural (NBO) charge in e.
Atoms and positions in Å:
O (0.84, 0.61, -0.95)  -1.320
H (0.23, 0.43, -1.61)  0.371
C (-0.05, 0.24, -4.48)  -0.786
S (0.05, 1.81, -3.72)  1.281
O (-0.01, 2.85, -4.85)  -1.021
C (-1.53, 2.01, -2.94)  -0.850
H (0.39, 0.30, -5.32)  0.222
H (-1.05, 0.00, -4.48)  0.218
H (0.35, -0.42, -3.95)  0.227
H (-1.52, 2.98, -2.43)  0.240
H (-1.85, 1.26, -2.18)  0.235
H (-2.40, 1.97, -3.65)  0.218
C (1.86, -0.89, 4.46)  -0.840
S (2.10, 0.66, 3.57)  1.245
O (3.46, 1.27, 3.80)  -1.003
C (2.31, -0.04, 1.95)  -0.869
H (1.85, -0.50, 5.61)  0.242
H (2.71, -1.52, 4.15)  0.223
H (0.91, -1.33, 4.03)  0.253
H (2.51, 0.57, 1.07)  0.302
H (1.33, -0.68, 1.73)  0.227
H (3.17, -0.71, 1.90)  0.219
C (1.39, -2.85, -1.14)  -0.772
S (-0.31, -2.12, -1.04)  1.257
O (-1.05, -2.82, -2.16)  -1.020
C (-0.73, -2.86, 0.56)  -0.807
H (1.18, -3.75, -1.02)  0.193
H (2.06, -2.27, -0.69)  0.241
H (1.74, -2.82, -2.16)  0.229
H (-0.85, -3.88, 0.27)  0.217
H (-1.57, -2.39, 0.86)  0.222
H (0.10, -2.78, 1.18)  0.223
C (-0.49, 2.42, 1.41)  -0.782
S (-1.43, 0.89, 1.56)  1.250
O (-1.46, 0.71, 3.07)  -1.033
C (-3.07, 1.35, 1.01)  -0.860
H (-0.71, 2.68, 0.32)  0.248
H (0.54, 2.17, 1.71)  0.254
H (-0.84, 3.07, 2.13)  0.208
H (-3.80, 0.53, 1.13)  0.243
H (-2.98, 1.50, -0.17)  0.232
H (-3.40, 2.35, 1.49)  0.226

The HOMO energy comes out at -3.594 eV. The orbital gap is 6.2 eV. The value obtained for the total energy is -2288.482085 a.u. The value obtained for the energy above the lowest of the compared OMol25 structures with the same formula, charge and spin is 0.0495 eV. The total charge is -1.



# 4
Molecular formula: C8H26B2O29
Method: DFT, ωB97M-V/def2-TZVPD

Last column: natural (NBO) charge in e.
Atoms and positions in Å:
O (-25.79, -6.24, 18.46)  -0.574
C (-25.84, -5.20, 17.83)  0.679
O (-26.56, -4.05, 18.08)  -0.661
B (-26.22, -3.09, 16.94)  1.169
O (-25.22, -3.80, 16.13)  -0.636
C (-25.04, -5.03, 16.57)  0.672
O (-24.36, -5.94, 16.06)  -0.586
O (-25.68, -1.76, 17.36)  -0.658
C (-26.30, -0.76, 16.79)  0.672
O (-26.11, 0.45, 16.88)  -0.531
C (-27.45, -1.40, 15.94)  0.655
O (-27.43, -2.75, 16.13)  -0.686
O (-28.27, -0.78, 15.26)  -0.522
O (-21.70, 1.02, 14.66)  -0.589
C (-22.67, 1.63, 14.27)  0.693
O (-23.80, 1.05, 13.88)  -0.653
B (-24.68, 2.03, 13.34)  1.167
O (-23.93, 3.32, 13.46)  -0.659
C (-22.76, 3.12, 14.06)  0.709
O (-21.99, 3.96, 14.40)  -0.634
O (-25.04, 1.86, 11.89)  -0.719
C (-26.31, 1.66, 11.84)  0.499
O (-26.93, 1.26, 10.86)  -0.787
C (-26.93, 1.67, 13.22)  0.539
O (-26.01, 2.11, 14.03)  -0.701
O (-28.13, 1.46, 13.50)  -0.772
O (-25.30, -1.67, 13.45)  -0.939
H (-25.40, -1.86, 14.38)  0.455
H (-24.71, -0.92, 13.42)  0.484
O (-27.51, 5.15, 13.10)  -0.969
H (-28.38, 4.77, 13.07)  0.478
H (-26.92, 4.40, 13.10)  0.485
O (-24.55, 1.94, 8.89)  -0.984
H (-24.85, 1.88, 7.99)  0.458
H (-25.32, 1.72, 9.42)  0.522
O (-22.64, 2.57, 17.61)  -0.935
H (-22.95, 3.23, 16.99)  0.491
H (-21.72, 2.79, 17.76)  0.470
O (-23.14, 3.57, 10.58)  -0.978
H (-23.77, 3.13, 10.01)  0.506
H (-23.66, 4.18, 11.10)  0.479
O (-24.41, 6.13, 14.01)  -0.957
H (-23.71, 5.51, 13.82)  0.483
H (-24.82, 6.31, 13.16)  0.469
O (-27.98, 3.25, 9.29)  -0.956
H (-28.33, 2.80, 10.06)  0.493
H (-28.27, 2.72, 8.55)  0.442
O (-21.77, 1.36, 10.92)  -0.977
H (-21.85, 0.98, 10.04)  0.452
H (-22.45, 2.04, 10.94)  0.497
O (-21.21, -2.07, 15.06)  -0.941
H (-20.89, -1.26, 14.66)  0.485
H (-20.69, -2.16, 15.86)  0.456
O (-29.03, 2.13, 16.05)  -0.977
H (-28.85, 1.60, 15.28)  0.519
H (-29.30, 1.50, 16.72)  0.440
O (-29.91, 3.99, 11.69)  -0.971
H (-30.14, 3.66, 10.83)  0.461
H (-29.45, 3.27, 12.12)  0.499
O (-22.20, -0.02, 17.76)  -0.991
H (-22.39, 0.92, 17.73)  0.482
H (-22.55, -0.36, 16.93)  0.483
O (-21.67, 6.72, 15.58)  -0.962
H (-21.65, 5.76, 15.61)  0.488
H (-22.56, 6.94, 15.87)  0.473

The HOMO energy (spin up / spin down) comes out at 3.442 / -0.759 eV. The orbital gap (spin up / spin down) is 2.6 / 6.7 eV. The multiplicity is 2. The value obtained for the total energy is -2552.588887 a.u. The value obtained for the energy above the lowest of the compared OMol25 structures with the same formula, charge and spin is 1.0383 eV. The total charge is -3.